35
Properties=species:S:1:pos:R:3:forces:R:3:mulliken_spin:R:1 method="wB97M-V/def2-TZVPD" total_charge=0 spin_multiplicity=6 gap_ha="0.23222 / 0.22400"
Te -1.90652 4.53234 0.16385 -0.13 -0.18 -0.04 0.03
Te -3.33504 3.16525 -1.78607 0.06 0.16 0.05 0.05
Se 0.23294 3.25533 0.13841 0.53 0.69 0.24 0.08
Se -2.08245 1.02379 -2.03855 -0.73 -0.35 -0.84 0.08
Mn -0.30493 0.95256 -0.45041 0.07 -0.05 0.50 4.65
N -1.47437 0.29541 1.32302 0.03 0.21 0.02 -0.02
N -2.93939 -0.69093 2.39368 0.22 0.28 -0.13 0.01
N -3.18060 0.56766 2.67806 -0.11 -0.18 0.22 0.00
N -1.95192 -0.90373 1.58137 -0.15 -0.07 0.23 0.00
N -3.74272 -1.69614 2.85629 -0.47 -0.37 -0.24 0.00
C 2.31081 0.44563 -0.09436 0.03 -0.03 0.01 0.01
C -2.23449 1.17959 1.98758 0.14 -0.06 -0.04 0.02
C 1.07643 -0.04420 -3.66657 -0.05 0.04 0.04 0.01
C 1.24877 -0.22342 -2.18584 0.26 -0.14 -0.10 0.00
C 3.21248 1.37997 0.66029 -0.05 0.00 -0.02 0.01
C 0.39456 -2.79535 0.49427 0.09 -0.02 -0.03 0.01
C 0.95376 -1.57435 -0.17987 -0.02 -0.05 -0.01 0.02
C 1.75347 -0.67389 0.52620 -0.02 0.05 -0.06 0.02
C 2.03236 0.67089 -1.44770 0.20 -0.28 -0.04 0.03
C 0.70987 -1.33757 -1.53362 0.03 0.07 0.08 0.01
H 2.99429 1.36263 1.72682 0.01 0.01 0.00 0.00
H 2.47861 1.52242 -1.94582 -0.11 0.09 0.02 -0.01
H 3.10059 2.40292 0.30227 0.01 0.00 0.01 0.00
H 1.94109 -0.84267 1.58026 -0.01 0.01 0.01 0.00
H 0.16435 -0.52265 -4.01777 -0.01 0.03 -0.01 0.00
H -4.22308 -1.38238 3.68505 0.07 0.08 0.14 0.00
H -2.10876 2.25061 1.96169 0.05 -0.01 -0.09 0.00
H 0.22347 -2.61386 1.55414 -0.01 -0.02 -0.03 0.00
H -0.54453 -3.10014 0.03539 -0.01 0.00 0.04 0.00
H 4.25215 1.07867 0.51625 0.01 0.02 0.02 0.00
H 1.92650 -0.49887 -4.18097 -0.01 0.01 -0.02 0.00
H 1.03756 1.01015 -3.93411 -0.03 0.00 0.00 0.00
H -3.21377 -2.54446 2.99104 0.16 0.03 0.08 0.00
H 1.10421 -3.62026 0.40013 -0.01 -0.02 0.01 0.00
H 0.09430 -2.03094 -2.09440 -0.05 0.02 0.01 0.00